# 1
C9H8F2I2O | wB97M-V/def2-TZVPD

Results
Energy   -1217.982567 Eh
Gap between HOMO and LUMO   7.16 eV
Highest occupied orbital energy   -8.3 eV
Lowest unoccupied orbital energy   -1.16 eV

```
! RIJCOSX wB97M-V def2-TZVPD def2/J DEFGRID3
* xyz 0 1
C 0.27 -0.01 -1.35
C -0.63 -0.83 0.69
C 1.29 -0.93 -1.22
C 0.42 -1.75 0.90
C -0.73 0.03 -0.40
C 1.46 -1.73 -0.05
C -1.73 1.14 -0.43
C 4.39 -0.22 0.85
C 3.59 0.77 0.49
O 2.57 -2.47 -0.12
F 5.30 -0.70 0.01
F 3.61 1.28 -0.74
I 2.96 -3.76 1.36
I 2.14 1.70 1.65
H 0.09 0.63 -2.15
H -1.46 -0.71 1.48
H 1.98 -0.83 -2.05
H 0.49 -2.53 1.78
H -1.67 1.55 -1.34
H -2.69 0.69 -0.10
H -1.40 2.03 0.18
H 4.30 -0.63 1.75
*
```

Here are the natural (NBO) charges for atoms 1 to 2, given in e: -0.182, -0.188

# 2
C35H37BaFN4O7P | wB97M-V/def2-TZVPD

Results
Energy   -2568.355170 Eh
Gap between HOMO and LUMO   8.08 eV
Highest occupied orbital energy   -10.6 eV
Lowest unoccupied orbital energy   -2.48 eV
Energy above the lowest of the compared OMol25 structures with the same formula, charge and spin   0.000 eV

```
! RIJCOSX wB97M-V def2-TZVPD def2/J DEFGRID3
* xyz 1 1
Ba -0.47 -0.48 -0.72
C -1.36 -3.06 1.96
C -2.81 -2.60 1.78
C -3.26 -2.66 0.33
C -3.08 -1.22 2.40
C -3.09 -1.29 3.93
O -2.36 -0.13 4.32
C -1.81 0.41 3.21
N -2.10 -0.15 2.10
C -1.04 1.65 3.57
C -0.94 1.90 4.95
C -0.34 3.05 5.44
C 0.17 3.99 4.56
C 0.09 3.75 3.21
C -0.49 2.59 2.69
P -0.47 2.43 0.87
C 1.24 2.87 0.44
C 2.29 2.48 1.28
C 3.61 2.68 0.88
C 3.89 3.26 -0.34
C 2.86 3.62 -1.19
C 1.54 3.42 -0.80
C -1.51 3.84 0.37
C -2.88 3.57 0.26
C -3.77 4.58 -0.06
C -3.31 5.86 -0.28
C -1.96 6.14 -0.18
C -1.06 5.14 0.15
H -1.26 -4.12 1.69
H -1.00 -2.94 2.98
H -0.68 -2.50 1.32
H -3.45 -3.29 2.34
H -2.77 -1.88 -0.25
H -4.33 -2.48 0.24
H -3.02 -3.62 -0.12
H -4.05 -0.87 2.03
H -2.59 -2.17 4.33
H -4.09 -1.23 4.36
H -1.34 1.20 5.65
H -0.28 3.20 6.51
H 0.63 4.90 4.93
H 0.51 4.48 2.52
H 2.09 2.02 2.23
H 4.41 2.37 1.54
H 4.92 3.42 -0.64
H 3.07 4.07 -2.15
H 0.74 3.69 -1.48
H -3.24 2.56 0.43
H -4.83 4.35 -0.13
H -4.01 6.65 -0.53
H -1.60 7.15 -0.35
H -0.01 5.37 0.24
F 0.78 -6.07 2.97
C 1.53 -5.77 1.91
C 2.05 -4.55 1.75
N 2.83 -4.23 0.66
C 3.15 -2.82 0.44
C 1.86 -2.08 0.11
O 1.45 -1.18 0.90
O 1.22 -2.44 -0.91
C 3.09 -5.14 -0.35
O 3.70 -4.87 -1.36
N 2.53 -6.39 -0.14
C 1.73 -6.82 0.91
O 1.27 -7.93 0.96
H 1.90 -3.76 2.47
H 3.84 -2.78 -0.40
H 3.61 -2.41 1.33
H 2.71 -7.06 -0.87
O 1.04 0.66 -2.66
C 0.23 0.37 -3.55
O -0.98 0.04 -3.38
C 0.75 0.25 -4.99
N -0.44 -0.06 -5.85
C -0.14 -1.30 -6.68
C 1.38 -1.43 -6.59
C 1.68 -0.95 -5.17
H 1.21 1.18 -5.33
H -0.71 0.72 -6.43
H -1.19 -0.22 -5.14
H -0.53 -1.16 -7.68
H -0.65 -2.13 -6.21
H 1.86 -0.80 -7.33
H 1.69 -2.45 -6.76
H 2.72 -0.66 -5.02
H 1.45 -1.72 -4.44
*
```

Here are the Mulliken charges for atoms 1 to 2, given in e: 1.478, -1.370

# 3
C18H72O18 | wB97M-V/def2-TZVPD

Results
Energy   -2082.974205 Eh
Gap between HOMO and LUMO   9.28 eV
Highest occupied orbital energy   -9.4 eV
Lowest unoccupied orbital energy   -0.16 eV
Energy above the lowest of the compared OMol25 structures with the same formula, charge and spin   7.708 eV

```
! RIJCOSX wB97M-V def2-TZVPD def2/J DEFGRID3
* xyz 0 1
C 4.78 6.69 14.21
O 4.82 8.00 14.67
H 4.07 6.02 14.70
H 4.58 6.62 13.14
H 5.78 6.30 14.40
H 5.41 8.04 15.43
C 4.58 0.87 22.57
O 4.94 1.55 23.79
H 4.10 1.55 21.87
H 5.55 0.55 22.17
H 3.93 0.01 22.77
H 5.59 2.23 23.59
C 7.27 4.01 24.15
O 7.11 3.37 22.90
H 6.62 4.88 24.05
H 6.99 3.46 25.04
H 8.27 4.41 24.32
H 7.62 3.83 22.23
C 8.10 8.00 16.41
O 6.79 7.99 17.05
H 8.83 7.32 16.84
H 7.96 7.78 15.35
H 8.47 9.03 16.35
H 6.87 8.59 17.80
C 4.80 1.33 15.81
O 4.08 1.01 16.97
H 5.87 1.39 15.99
H 4.44 0.81 14.92
H 4.47 2.36 15.63
H 4.49 1.64 17.57
C 6.16 -2.28 23.30
O 6.57 -2.34 21.94
H 5.17 -1.86 23.44
H 6.13 -3.28 23.74
H 6.92 -1.82 23.94
H 6.33 -3.21 21.62
C 4.02 6.06 17.84
O 5.18 5.54 17.26
H 4.16 6.45 18.84
H 3.54 6.81 17.21
H 3.28 5.27 17.94
H 5.77 6.27 17.06
C 1.53 2.95 19.65
O 1.56 4.38 19.61
H 0.65 2.55 19.15
H 2.48 2.56 19.27
H 1.40 2.56 20.65
H 2.19 4.69 20.27
C 11.27 4.05 23.00
O 12.53 4.68 23.21
H 11.38 2.97 22.91
H 10.58 4.28 23.81
H 10.82 4.47 22.09
H 13.07 4.46 22.46
C 8.22 3.48 15.31
O 8.96 2.53 15.96
H 7.19 3.14 15.18
H 8.27 4.43 15.83
H 8.68 3.56 14.32
H 9.24 1.88 15.31
C 10.59 2.40 19.06
O 10.66 3.31 17.95
H 10.30 2.93 19.97
H 9.81 1.66 18.90
H 11.50 1.84 19.29
H 9.99 3.05 17.31
C 3.19 -1.65 18.88
O 3.00 -1.45 17.44
H 2.52 -2.41 19.30
H 4.22 -1.87 19.19
H 2.90 -0.75 19.42
H 3.47 -0.65 17.17
C 1.22 3.60 16.19
O 0.34 4.33 17.03
H 2.23 3.93 16.43
H 1.23 2.52 16.37
H 1.00 3.80 15.15
H 0.74 4.50 17.89
C 7.45 -0.21 17.83
O 8.52 -0.90 18.54
H 7.51 -0.30 16.75
H 6.48 -0.49 18.23
H 7.58 0.84 18.10
H 8.43 -0.61 19.45
C 3.23 4.45 23.09
O 3.25 5.32 21.95
H 2.38 4.69 23.73
H 3.05 3.43 22.77
H 4.17 4.38 23.65
H 3.01 6.21 22.20
C 8.85 0.67 22.33
O 8.40 -0.20 21.30
H 9.45 1.46 21.88
H 8.03 1.05 22.95
H 9.53 0.06 22.93
H 7.80 -0.90 21.57
C 5.89 2.98 19.69
O 5.24 3.11 18.43
H 5.88 2.01 20.19
H 6.94 3.20 19.52
H 5.50 3.68 20.44
H 5.30 3.99 18.05
C 8.01 5.74 20.17
O 8.49 4.72 21.01
H 7.94 5.37 19.14
H 7.06 6.20 20.45
H 8.73 6.55 20.12
H 9.05 5.11 21.69
*
```

Here are the Mulliken charges for atoms 1 to 2, given in e: -0.275, -0.566

# 4
C5H9N5O2 | wB97M-V/def2-TZVPD

Results
Energy   -619.453618 Eh
Gap between HOMO and LUMO (alpha / beta)   7.43 / 7.12 eV
Highest occupied orbital energy (alpha / beta)   -15.3 / -15.2 eV
Lowest unoccupied orbital energy (alpha / beta)   -7.88 / -8.09 eV
SMILES   [NH+]#CN/C=[NH+]\C(O)=C(/[O-])NC=[NH2+]
Energy above the lowest of the compared OMol25 structures with the same formula, charge and spin   2.406 eV

```
! RIJCOSX wB97M-V def2-TZVPD def2/J DEFGRID3
* xyz 2 1
N -3.08 -1.61 -2.41
C -2.36 -0.71 -2.60
N -1.61 0.22 -2.97
C -0.53 1.11 -2.65
N 0.27 1.32 -1.58
C 0.59 0.74 -0.39
O 1.41 1.39 0.51
C -0.11 -0.37 0.06
O -0.99 -0.98 -0.48
N 0.08 -0.85 1.44
C 0.94 -0.48 2.35
N 1.14 -1.05 3.50
H -3.37 -2.58 -2.56
H -1.73 0.21 -3.93
H -0.44 2.01 -3.26
H 0.90 2.07 -1.66
H 1.37 2.32 0.31
H -0.46 -1.67 1.74
H 1.60 0.32 2.27
H 1.79 -0.76 4.21
H 0.78 -2.00 3.57
*
```

Here are the natural (NBO) charges for atoms 1 to 2, given in e: -0.444, 0.792